Record 1
Formula: C23H31N3O11OsP3
Source: OMol25
Level of theory: ωB97M-V with the def2-TZVPD basis set

- gap between HOMO and LUMO (alpha / beta) (eV) = 7.812 / 6.366
- E_tot (Ha) = -3001.77346
- ΔE to the lowest compared entry with this formula, charge and spin (kcal/mol) = 65.0
- ⟨S²⟩ = 6.0426
- largest force on an atom (eV Å⁻¹) = 5.13
- net charge = +1
- spin multiplicity = 5

Structure (XYZ):
```
72
Properties=species:S:1:pos:R:3:forces:R:3:lowdin_charge:R:1
H -1.709205 1.874259 -2.722188 -0.19 -0.05 0.76 0.13
C -1.969533 -2.909399 0.569487 -1.34 0.74 -0.93 -0.15
H 0.386982 -0.172146 2.660469 0.14 0.79 0.55 0.08
N -0.783444 -3.021989 -1.508500 0.34 3.26 2.79 -0.03
C 2.582232 3.921432 -0.865076 0.95 -1.07 -1.17 -0.02
H -0.756353 1.145626 3.125056 0.43 -0.04 -0.33 0.08
P 2.489600 -1.675898 -1.874235 0.10 -0.03 -0.92 0.20
C -2.787725 -0.731459 0.799732 -0.66 -0.16 0.01 -0.13
O 2.606646 0.867148 0.170958 -1.06 1.17 0.47 -0.23
C -3.381589 2.914419 0.114231 -0.55 1.47 -1.90 -0.03
C -2.874201 2.973264 -1.210322 0.06 0.49 0.32 -0.01
C 0.579243 4.213883 -2.358928 1.84 1.43 -0.58 -0.03
H 2.610780 1.439538 -2.743293 0.01 0.25 0.42 0.07
C -1.483357 -5.123698 -0.457726 0.46 -0.18 -0.65 0.06
H 1.190685 5.088922 -2.781505 -0.85 -1.31 0.21 0.12
H 2.138836 4.173769 0.078543 -0.37 0.53 0.31 0.08
H 2.880298 0.486422 2.641366 0.67 -0.44 -0.54 0.07
C -2.787949 0.661233 0.209650 0.27 -0.60 -0.63 -0.20
H -3.582286 1.812332 1.872499 -0.61 -0.42 0.99 0.11
H 0.289087 0.542617 4.345278 0.37 -0.22 -0.41 0.10
H -4.356230 -2.899413 2.860898 -0.35 -0.09 0.21 0.13
O 0.277567 -3.730611 0.508964 -1.77 0.74 0.27 -0.13
H -2.996798 3.866112 -1.849058 0.14 -0.47 0.68 0.12
H 3.382374 2.233612 2.758649 0.82 0.22 -0.43 0.09
H 2.933642 4.781254 -1.434912 0.19 0.12 0.46 0.10
C -3.341807 1.767320 0.848385 1.27 -0.84 -0.99 -0.01
O 2.737616 -2.545630 -3.007455 0.14 -0.38 -0.26 -0.22
H 2.789473 2.906957 -3.631743 0.69 0.90 -0.36 0.08
C 2.789444 1.430353 3.128880 -2.55 0.33 -0.29 0.00
H -0.030092 3.798156 -3.165317 -0.02 0.04 0.31 0.08
N -2.243170 0.733962 -1.047046 0.31 -0.97 1.24 0.02
C 1.311597 1.879247 2.981848 -0.17 -0.57 -0.83 -0.51
H 3.364118 -0.112191 -0.702713 -0.08 0.11 -0.35 0.02
H 0.805997 2.748935 4.801119 0.01 0.06 0.69 0.09
H -3.937135 3.767282 0.520480 0.52 -0.14 -0.19 0.13
H -4.332835 -0.618239 2.360413 -0.17 0.77 -0.22 0.12
P 1.266619 1.535786 0.275417 0.38 -3.36 -0.59 0.37
C 1.590612 3.209890 -1.774333 -0.50 0.06 -1.70 -0.57
H 1.785980 3.853941 3.827259 0.13 -0.25 -0.10 0.10
C -3.009113 -3.401401 1.339604 3.36 -1.39 -0.82 0.03
H -2.045875 -6.629377 -1.878948 0.35 -0.31 0.26 0.12
O 1.538070 -4.954716 -1.247665 0.65 0.77 0.76 -0.20
C -1.588847 -5.662904 -1.727154 -0.62 0.72 0.21 -0.05
C -3.713374 -2.544978 2.080779 -1.52 0.18 0.78 -0.03
C -1.297277 -4.923622 -2.872463 0.21 1.15 1.35 0.05
C 2.121435 2.384813 -2.994241 -0.65 -0.66 0.74 0.01
O 1.053711 2.378713 1.544850 0.17 0.43 0.87 -0.15
O 0.097967 0.414198 0.375908 0.56 0.77 -0.09 -0.45
O 2.233682 -2.482721 -0.484852 -0.57 -1.12 0.59 -0.24
C -0.828825 -3.520528 -2.646722 -0.13 -4.22 -2.91 -0.06
H 0.109366 3.576199 3.441039 -0.46 0.13 -0.15 0.09
H -0.368700 -3.020497 -3.474572 -0.17 0.74 -0.38 0.14
H 1.269321 2.103333 -3.637349 0.16 0.13 0.40 0.09
H -1.457872 -5.419973 -3.816680 0.33 0.60 -0.34 0.12
H 2.944329 1.298261 4.169411 0.33 -0.08 1.09 0.08
H 0.009142 4.686486 -1.584959 -0.66 0.00 0.51 0.07
C -1.024822 -3.700189 -0.260729 1.46 -2.66 0.13 -0.39
O 0.787317 2.283111 -1.008764 -0.41 0.08 0.80 -0.16
C 0.269627 0.757281 3.263038 -0.09 0.27 0.31 -0.03
Os -0.409280 -0.943441 -0.886694 1.18 -0.63 -0.87 1.64
C 1.001290 3.095759 3.804215 0.08 0.21 -0.03 -0.03
H -2.944691 -4.441593 1.491888 -0.61 -1.08 0.36 0.11
H -1.616517 -5.757547 0.414608 -0.08 0.25 -0.09 0.13
O 3.619743 -0.711414 -1.473457 0.33 0.07 0.14 -0.09
C -2.177023 1.876432 -1.722918 -1.30 0.20 0.32 -0.11
H 3.428748 3.245286 -0.649609 -0.21 0.38 -0.12 0.10
H 2.666217 -5.167924 1.254376 0.19 -1.57 0.45 0.09
O 1.164715 -0.847680 -2.042643 -0.36 0.49 0.08 -0.46
N -1.918284 -1.613549 0.258987 -0.84 1.27 1.23 -0.04
C -3.686472 -1.229059 1.763696 0.62 1.91 -0.04 0.03
P 1.708302 -3.960851 -0.169763 -0.40 -0.05 -1.87 0.36
O 2.628270 -4.252904 1.052549 0.09 1.10 0.00 -0.02
```
Forces are in eV/Å.

***

Record 2
Formula: C23H32AsF6KN8O2S2
Source: OMol25
Level of theory: ωB97M-V with the def2-TZVPD basis set

- gap between HOMO and LUMO (eV) = 6.465
- E_tot (Ha) = -5715.59127
- ΔE to the lowest compared entry with this formula, charge and spin (kcal/mol) = 0.0
- largest force on an atom (eV Å⁻¹) = 0.49
- net charge = -2

Structure (XYZ):
```
75
Properties=species:S:1:pos:R:3:forces:R:3:lowdin_charge:R:1
H -4.826040 -2.996178 0.031862 -0.03 -0.02 0.00 0.11
H 0.031076 3.521395 -2.295885 0.00 0.03 0.02 0.03
As -1.415030 1.546262 -1.729976 0.13 0.05 -0.17 1.20
F 2.779490 4.907759 3.991442 -0.02 0.12 -0.14 0.08
H -1.014833 -0.285856 -3.410236 -0.02 0.02 0.03 0.05
N -3.273669 -1.655255 -0.426278 0.11 0.05 -0.05 -0.02
C -3.327793 1.518700 -2.202550 -0.03 -0.06 0.15 -0.43
C 4.449923 -1.511625 1.297776 0.07 -0.02 -0.13 -0.02
C 0.796144 -3.518856 2.642900 -0.06 0.09 -0.16 -0.53
H -3.370126 -4.653424 -1.619815 -0.01 -0.04 -0.02 0.08
C 4.222382 -2.049346 -0.063766 0.28 -0.07 0.00 -0.33
H -1.735095 -4.922017 3.792118 0.00 -0.01 0.00 0.11
S 1.892535 -3.012013 -3.020885 0.09 0.13 0.10 0.48
C 2.229255 1.687262 2.236574 -0.06 -0.30 0.26 -0.76
C 1.837849 3.626452 0.250453 -0.01 -0.04 0.08 -0.09
H 1.647271 4.336613 -0.540582 0.00 0.04 -0.01 0.09
C 2.689640 3.547458 3.919591 0.02 -0.13 -0.05 -0.61
N 4.370944 -2.956084 -1.949322 -0.03 0.00 -0.06 -0.02
H -1.239738 4.203147 -0.205147 0.03 -0.02 0.00 0.06
C -3.686979 1.723040 -3.665469 -0.04 0.01 -0.05 -0.18
N 2.984438 -2.031364 -0.652893 0.09 -0.14 -0.17 -0.08
N 1.977570 1.336892 0.947302 -0.11 -0.02 -0.24 -0.01
N 1.841371 -1.525511 -0.044003 -0.04 -0.08 -0.22 0.11
F 1.792934 3.210349 4.854778 -0.11 -0.03 0.04 0.11
C 1.782006 2.264323 0.019890 0.15 0.10 0.04 -0.17
C -2.049413 -2.849797 -1.678677 0.06 0.02 -0.01 -0.16
N -2.121507 -1.651735 -1.119366 -0.27 0.00 -0.07 -0.04
H -1.453072 3.621389 -3.228145 0.01 0.03 0.03 0.05
H 1.629242 -2.161468 0.729597 -0.09 -0.01 0.10 0.05
H 4.787936 -3.442193 -2.723302 -0.05 0.06 0.11 0.13
H 1.275850 0.237500 -4.230230 -0.01 0.03 -0.03 0.06
H 2.211608 5.073183 1.793726 -0.01 0.01 0.02 0.11
O 1.940469 -3.586024 2.193943 0.16 0.00 0.00 -0.02
H 2.083233 -0.602287 0.333335 -0.15 0.03 0.10 0.03
H 4.127234 -0.470735 1.379168 0.07 -0.07 -0.02 0.04
C -1.370276 -3.075095 2.764753 0.14 0.11 -0.16 -0.54
O -2.476484 -2.639512 2.472779 0.01 0.07 0.02 0.00
C 0.361519 -4.268253 3.902639 0.01 -0.02 0.06 -0.11
C 2.137771 4.022129 1.548855 0.01 0.06 -0.03 -0.03
S 2.351372 0.437567 3.393256 -0.03 0.17 -0.03 0.55
C 3.063371 -2.647122 -1.872757 -0.15 -0.04 -0.01 -0.83
K -0.727150 -0.474621 0.888190 0.14 0.28 0.31 0.54
H -3.711998 0.563741 -1.841539 0.01 0.02 -0.05 0.04
H 0.900236 -3.836927 4.748191 -0.01 -0.01 0.01 0.11
H -2.699819 4.357099 -1.149756 -0.02 -0.01 -0.01 0.05
H 3.848044 -2.065023 2.021104 0.01 -0.02 -0.04 0.06
C -1.612357 4.414906 -1.207931 -0.01 0.06 0.03 -0.19
H -3.498579 -0.853900 0.163521 0.02 0.05 0.01 0.08
H 1.260722 0.245615 -2.488983 -0.01 -0.03 0.06 0.04
H -1.343119 5.445273 -1.460890 0.00 0.01 0.00 0.06
C -3.165206 -3.636011 -1.338958 0.02 0.00 0.01 -0.08
H 0.653568 -5.316207 3.823535 -0.01 0.00 0.00 0.10
H -3.339137 0.894257 -4.284195 0.00 -0.01 0.01 0.06
F -3.228023 2.473989 0.832100 0.00 0.02 0.06 -0.11
C 2.343560 3.079130 2.531669 0.07 0.21 0.19 -0.15
C -3.271730 1.126785 1.253454 -0.20 -0.18 -0.04 -0.45
F -3.391158 1.272977 2.633085 -0.02 0.07 -0.06 -0.07
H -1.048434 1.273599 -4.245404 0.04 -0.03 -0.01 0.05
H 1.256245 1.784512 -3.373030 0.01 -0.01 0.01 0.05
C -0.656872 0.745454 -3.371262 -0.10 0.03 -0.02 -0.44
C -1.137801 -4.021672 3.947073 0.01 -0.09 0.01 -0.11
H 1.577452 1.890719 -0.974983 -0.03 -0.04 -0.10 0.07
C -3.916809 -2.824597 -0.516811 -0.05 -0.03 0.03 -0.12
F 3.888979 3.102590 4.342491 0.08 -0.03 0.00 0.10
N -0.211490 -2.803969 2.097192 -0.13 -0.40 0.26 0.06
C -1.056220 3.428965 -2.225949 0.03 -0.06 -0.10 -0.45
N 5.103924 -2.600903 -0.846389 -0.04 0.07 0.14 0.09
H -4.772343 1.788674 -3.789047 0.01 0.01 -0.01 0.06
H 5.508632 -1.599713 1.529738 0.01 0.03 0.06 0.08
C 0.866081 0.762524 -3.364578 0.06 -0.04 -0.03 -0.20
F -4.637244 0.800639 0.898295 0.04 0.02 0.03 -0.13
H -1.180443 -3.096251 -2.270048 -0.01 -0.04 -0.01 0.07
H -3.254874 2.639370 -4.076545 -0.01 0.01 0.02 0.05
H -3.784605 2.273781 -1.559690 0.01 -0.02 -0.06 0.05
H -1.496408 -3.544472 4.858897 0.02 0.02 0.01 0.11
```
Forces are in eV/Å.

***

Record 3
Formula: C23H32B3Br49O4
Source: OMol25
Level of theory: ωB97M-V with the def2-TZVPD basis set

- gap between HOMO and LUMO (eV) = 9.028
- E_tot (Ha) = -127397.77923
- largest force on an atom (eV Å⁻¹) = 4.80

Structure (XYZ):
```
111
Properties=species:S:1:pos:R:3:forces:R:3:lowdin_charge:R:1
Br 5.108666 -6.826604 1.947363 -0.30 0.05 -0.33 0.54
H -8.246598 3.341121 1.418248 2.34 -1.38 -0.13 0.11
Br 2.190613 7.231740 -1.612069 0.24 0.02 0.45 0.56
H 2.215510 0.492899 -1.479217 0.25 -0.19 0.35 -0.02
H -0.026537 -0.352379 2.511070 -2.08 0.04 -1.53 0.01
H -5.430153 -3.882536 0.849033 1.35 1.79 0.63 0.05
Br 5.936029 -6.793578 -6.935768 0.23 0.07 -0.43 0.53
H -0.234255 1.595744 0.508865 -1.88 -0.44 1.33 0.08
H 5.069301 -2.169221 -3.897906 -0.31 0.26 -0.61 -0.16
O -6.228184 -0.906909 0.676305 3.05 2.36 -2.76 0.16
Br -3.601982 0.089881 9.112532 0.44 0.24 0.09 0.55
H 0.786347 5.908220 2.416098 -0.52 -0.32 0.31 -0.15
C -0.067366 5.537877 2.993199 0.12 -0.09 -0.06 -1.60
C -4.862585 7.969520 2.304780 0.16 -0.17 -0.01 -1.60
C -0.944579 -0.254502 1.770887 -0.02 0.89 -0.93 -0.15
C 2.775384 0.062865 -0.642176 -0.12 0.05 -0.20 -1.56
Br -5.168902 8.801380 0.573216 0.04 -0.20 0.46 0.55
C 8.598751 -3.578265 -3.716969 0.25 -0.09 0.04 -1.54
H 0.705024 -2.655373 2.865041 -0.22 -0.37 0.04 -0.05
Br -0.789792 -0.063922 5.875871 0.44 0.35 0.02 0.58
Br 9.664726 -1.951230 -3.692735 -0.36 -0.42 -0.04 0.58
C -5.187363 -5.881055 -2.418142 0.16 -0.10 -0.19 -1.58
B -6.341614 0.432021 0.038357 0.20 -0.21 -0.76 -0.38
C -4.634116 -3.044504 1.043466 0.49 0.22 -0.68 -0.06
Br -5.105161 2.483315 -5.949582 0.11 -0.47 0.20 0.57
Br 6.880346 -3.330910 -2.839349 0.71 -0.26 0.14 0.63
Br -1.516341 5.232688 1.731594 0.28 0.10 0.33 0.60
C 0.194457 -3.613431 3.008115 0.08 0.18 -0.01 -1.56
C -4.587363 0.690520 -5.400155 0.10 -0.10 -0.12 -1.56
Br 6.313289 -4.699997 -9.356336 0.19 -0.41 0.27 0.56
H -1.968334 -0.541503 2.260667 2.08 0.33 -0.66 0.09
H -1.301726 0.826574 8.485487 -0.28 0.08 0.40 -0.12
C -7.000982 2.264173 2.995010 0.38 1.48 -0.02 -0.15
C 4.112637 -6.840914 0.276478 0.10 -0.09 -0.21 -1.59
C -1.896189 0.982304 9.391791 0.13 0.02 -0.15 -1.62
Br 2.585628 -8.043618 0.354343 0.37 0.36 0.03 0.56
C 7.133805 -6.122904 -8.314117 0.14 0.08 0.02 -1.62
Br -6.714372 -7.083759 -2.340277 0.36 0.33 0.03 0.56
Br 2.025492 7.792978 1.556876 0.41 0.22 -0.45 0.64
C 3.194457 7.589008 0.015432 0.20 0.13 -0.14 -1.57
Br 5.753387 -0.473420 -5.595954 -0.21 -0.35 0.16 0.59
H 7.997943 -5.686748 -7.802199 -0.37 -0.24 -0.28 -0.09
Br 1.180346 1.714666 -6.369893 0.43 0.01 -0.26 0.54
H -4.513405 -6.269502 -3.188801 -0.32 0.19 0.36 -0.02
Br 4.604164 -0.193285 -1.253951 -0.37 0.03 0.18 0.57
H -7.873983 1.652960 3.493774 1.83 0.94 -1.33 0.10
C 1.089461 0.412405 6.036044 0.13 -0.18 0.23 -1.54
H -0.783591 -0.907520 0.813294 -0.34 1.06 2.00 0.03
C -1.078923 1.323554 1.272770 -0.80 -0.82 1.02 -0.20
H 3.447842 0.716691 -6.669505 -0.24 0.33 -0.23 -0.13
H -8.362327 0.677425 1.075419 1.43 1.57 -1.23 0.13
H -8.217669 1.730596 -0.511166 1.38 -0.61 1.98 0.13
B -4.999130 -1.610380 0.259421 -0.02 -1.60 -0.26 -0.43
Br 5.271716 5.544676 -3.861585 0.37 -0.13 -0.26 0.53
B -4.058770 0.293620 -0.804333 0.28 -0.52 -0.98 -0.64
H 1.554994 -0.336733 6.684964 -0.21 0.32 -0.29 -0.02
Br -4.191334 -5.866744 -0.747257 -0.26 -0.27 -0.59 0.62
Br -0.974508 -3.409461 4.549559 0.30 -0.26 -0.47 0.55
Br 2.696700 0.761067 -9.048761 0.04 0.24 0.48 0.56
H -3.430777 1.244225 1.461319 1.63 0.71 -1.59 0.15
Br 1.572779 -4.951038 3.316909 -0.48 0.13 -0.33 0.53
C -7.626158 1.371846 0.451487 -0.56 -0.16 0.31 -0.11
Br -3.591334 0.704830 -3.729270 -0.03 0.11 -0.63 0.74
Br 2.006207 0.327890 4.322349 -0.21 0.05 0.41 0.56
H 3.463571 -6.030571 5.804758 0.21 0.31 0.28 -0.04
Br 1.327495 2.138957 6.900023 -0.10 -0.48 -0.18 0.57
Br -0.515907 6.915407 4.291400 0.08 -0.35 -0.36 0.56
C 2.898751 1.467311 -7.247513 0.03 -0.24 0.11 -1.62
Br -6.321457 6.784748 2.806886 0.32 0.51 -0.03 0.52
C 3.980198 -5.337966 6.477380 -0.15 -0.11 -0.11 -1.60
H -6.971537 3.305843 3.575838 0.03 -2.25 -1.23 0.08
C -7.272129 2.651969 1.412560 -2.38 -0.49 1.09 -0.68
C -2.614171 1.600196 0.680253 1.73 1.69 0.46 -0.17
Br 5.888131 -5.577138 6.182895 -0.48 0.10 0.08 0.55
H -3.613328 -3.451828 0.579294 -2.23 1.01 1.36 0.00
Br 4.572779 6.251401 0.324226 -0.42 0.30 -0.08 0.56
Br 7.340618 6.363411 -6.192632 -0.15 -0.34 0.32 0.56
H -3.913405 0.302073 -6.170813 -0.31 0.17 0.37 -0.02
H -3.965791 7.348833 2.207141 -0.37 0.26 0.06 -0.06
H -5.937343 1.790420 3.132965 -2.21 0.62 -0.24 0.08
Br 4.868173 -3.549654 -5.966964 -0.27 0.60 0.29 0.52
Br 0.501632 3.889139 3.854614 -0.16 0.49 -0.18 0.56
Br -6.114372 -0.512184 -5.322289 0.33 0.30 0.03 0.56
Br -0.809387 -3.970699 1.380614 0.32 -0.01 0.41 0.59
H -0.933826 1.974043 2.253496 -0.43 -1.09 -2.22 0.06
Br -4.492901 9.288403 3.686156 -0.12 -0.30 -0.35 0.54
Br 3.394137 -3.544193 6.005135 0.34 -0.28 0.34 0.51
Br 2.816622 -1.427315 -4.673970 0.37 -0.05 -0.13 0.57
C 4.680882 -1.937188 -4.895061 -0.14 -0.13 0.08 -1.60
H -2.664145 2.780378 0.508851 -0.31 -2.61 0.55 0.08
Br 8.396700 -4.284509 -5.518217 0.22 0.29 0.55 0.58
Br 1.918966 -1.625137 -0.193513 0.27 0.34 -0.08 0.57
Br 7.807299 -7.553803 -9.446828 -0.22 0.37 0.30 0.57
Br -5.705161 -4.088259 -2.967569 0.13 -0.39 0.21 0.58
Br 8.134158 4.078180 -4.063649 -0.36 0.24 -0.22 0.55
Br 3.594839 -5.048119 -0.272949 0.10 -0.38 0.17 0.52
H 6.252755 4.172229 -5.700334 0.20 0.32 0.32 -0.09
H 4.786595 -7.229361 -0.494181 -0.31 0.18 0.37 -0.02
Br -0.900560 0.195702 10.866267 -0.28 0.20 -0.35 0.55
H -4.535489 -2.806179 2.186653 -0.14 -0.71 -2.07 0.09
Br 2.674341 1.337893 0.823508 0.12 -0.33 -0.31 0.58
H 9.147842 -4.328885 -3.138961 -0.29 0.34 -0.26 -0.02
O -4.071103 -1.205538 -0.814728 -2.05 3.15 2.99 0.15
Br 3.964726 3.094346 -7.223279 -0.29 -0.33 -0.05 0.57
C 6.689117 4.933745 -5.045577 -0.12 -0.14 -0.12 -1.62
O -5.374340 0.950845 -0.992594 0.94 -2.63 3.82 0.12
O -2.758618 0.978597 -0.650586 -3.26 -1.37 1.00 -0.04
H 3.705024 8.547066 -0.127642 -0.25 -0.43 0.09 -0.02
Br -5.781119 3.819168 0.741229 -0.86 -0.92 0.28 0.63
Br -2.111179 2.903719 9.606877 0.03 -0.51 -0.03 0.55
Br 3.462327 -5.814835 8.290864 0.16 0.16 -0.46 0.56
```
Forces are in eV/Å.